(1)
An isolated molecule of CCl3FOS. Source: the OMol25 dataset; level of theory: wB97M-V/def2-TZVPD.

Properties
Total charge   0
ΔE to the lowest compared entry with this formula, charge and spin   1.0 kJ/mol
Gap between HOMO and LUMO   9.848 eV
Spin multiplicity   1
E_LUMO   -0.31 eV
HOMO energy   -0.3733 Eh
Energy   -1991.92940 Eh

CARTESIAN COORDINATES (ANGSTROEM)
1 O 2.012 0.541 -0.265
2 Cl -0.676 0.807 1.953
3 Cl -1.813 -1.342 0.351
4 C -0.742 0.045 0.358
5 F -1.066 0.929 -0.581
6 S 1.294 -0.623 0.151
7 Cl 0.847 -1.688 -1.561

=====

(2)
A 2-piece molecular cluster, CClFOS overall. Source: the OMol25 dataset; level of theory: wB97M-V/def2-TZVPD.

Properties
Total charge   0
ΔE to the lowest compared entry with this formula, charge and spin   0.0 kJ/mol
Gap between HOMO and LUMO (alpha / beta)   8.457 / 6.783 eV
Spin multiplicity   3
E_LUMO (alpha / beta)   -0.87 / -3.01 eV
HOMO energy (alpha / beta)   -0.3428 / -0.3600 Eh
Energy   -1071.46639 Eh

CARTESIAN COORDINATES (ANGSTROEM)
1 Cl -0.417 2.826 0.335
2 S -1.538 1.072 0.460
3 C 0.417 -1.040 -0.185
4 O 0.347 -1.800 0.713
5 F 1.191 -1.059 -1.323

=====

(3)
An isolated molecule of CClNO5. Source: the OMol25 dataset; level of theory: wB97M-V/def2-TZVPD.

Properties
Total charge   0
ΔE to the lowest compared entry with this formula, charge and spin   92.4 kJ/mol
Gap between HOMO and LUMO   10.925 eV
Spin multiplicity   1
E_LUMO   -0.82 eV
HOMO energy   -0.4314 Eh
Energy   -929.05565 Eh
SMILES   O=C(OCl)O[N+](=O)[O-]

CARTESIAN COORDINATES (ANGSTROEM)
1 O 0.815 0.389 -1.290
2 O -0.080 -0.307 0.621
3 C 0.911 0.078 -0.128
4 Cl 3.491 -0.066 0.095
5 O -1.851 -0.827 -0.719
6 N -1.423 -0.032 0.050
7 O -1.958 0.892 0.561
8 O 1.946 0.023 0.696

=====

(4)
CClO2 as an isolated structure. Source: the OMol25 dataset; level of theory: wB97M-V/def2-TZVPD.

Properties
Total charge   -1
ΔE to the lowest compared entry with this formula, charge and spin   13.0 kJ/mol
Gap between HOMO and LUMO   8.509 eV
Spin multiplicity   1
E_LUMO   4.19 eV
HOMO energy   -0.1587 Eh
Energy   -648.88927 Eh

CARTESIAN COORDINATES (ANGSTROEM)
1 C 0.458 0.008 0.042
2 O 0.845 1.106 -0.021
3 O 0.578 -1.153 -0.020
4 Cl -1.882 0.039 -0.001

=====

(5)
CEuF3MgNO4S3 as an isolated structure. Source: the OMol25 dataset; level of theory: wB97M-V/def2-TZVPD.

Properties
Total charge   0
ΔE to the lowest compared entry with this formula, charge and spin   331.2 kJ/mol
Gap between HOMO and LUMO (alpha / beta)   5.394 / 5.372 eV
Spin multiplicity   8
E_LUMO (alpha / beta)   -1.52 / -1.50 eV
HOMO energy (alpha / beta)   -0.2541 / -0.2525 Eh
Energy   -2798.27163 Eh

CARTESIAN COORDINATES (ANGSTROEM)
1 S -0.727 0.104 0.809
2 O 1.443 1.903 -2.249
3 N 0.204 -0.786 1.541
4 F -2.773 -1.182 1.866
5 F -2.174 -1.792 -0.153
6 Eu 2.164 -1.774 0.957
7 O -0.698 0.292 -0.712
8 S 2.015 2.431 -0.828
9 C -2.374 -0.764 0.677
10 O -0.793 1.588 1.211
11 S 3.712 0.496 -0.520
12 Mg 0.802 0.087 -1.909
13 O 2.489 -0.644 -0.853
14 F -3.291 0.041 0.163

=====

(6)
An isolated molecule of CF2N2O4. Source: the OMol25 dataset; level of theory: wB97M-V/def2-TZVPD.

Properties
Total charge   0
ΔE to the lowest compared entry with this formula, charge and spin   5.9 kJ/mol
Gap between HOMO and LUMO   10.499 eV
Spin multiplicity   1
E_LUMO   -1.47 eV
HOMO energy   -0.4399 Eh
Energy   -648.07762 Eh
SMILES   O=[N+]([O-])C(F)(F)[N+](=O)[O-]

CARTESIAN COORDINATES (ANGSTROEM)
1 N -1.246 0.535 0.139
2 F -0.346 -1.652 -0.420
3 O 1.148 -0.323 1.486
4 O 2.201 0.387 -0.286
5 N 1.262 -0.072 0.289
6 O -1.557 1.477 -0.458
7 F 0.132 0.012 -1.810
8 C 0.025 -0.362 -0.490
9 O -1.587 0.038 1.170

=====

(7)
A 2-piece molecular cluster, CF2O3S overall. Source: the OMol25 dataset; level of theory: wB97M-V/def2-TZVPD.

Properties
Total charge   0
ΔE to the lowest compared entry with this formula, charge and spin   19.9 kJ/mol
Gap between HOMO and LUMO   12.173 eV
Spin multiplicity   1
E_LUMO   -0.16 eV
HOMO energy   -0.4530 Eh
Energy   -861.76374 Eh

CARTESIAN COORDINATES (ANGSTROEM)
1 O 1.910 -0.369 -2.793
2 O 1.121 0.527 -0.836
3 C 1.550 0.028 -1.787
4 F -0.741 -0.350 2.678
5 S -0.731 0.167 1.068
6 O -0.927 -1.018 0.269
7 F -2.182 1.015 1.400

=====

(8)
An isolated molecule of CF3IOS. Source: the OMol25 dataset; level of theory: wB97M-V/def2-TZVPD.

Properties
Total charge   0
ΔE to the lowest compared entry with this formula, charge and spin   42.7 kJ/mol
Gap between HOMO and LUMO (alpha / beta)   6.870 / 8.858 eV
Spin multiplicity   3
E_LUMO (alpha / beta)   -1.25 / -1.51 eV
HOMO energy (alpha / beta)   -0.2986 / -0.3809 Eh
Energy   -1108.65742 Eh

CARTESIAN COORDINATES (ANGSTROEM)
1 O -0.068 1.924 -0.627
2 F 1.762 -0.155 0.602
3 I -2.759 -0.074 0.059
4 S -0.685 0.705 0.768
5 F 0.778 -0.228 -1.221
6 F 0.374 -1.720 0.335
7 C 0.597 -0.452 0.085

=====

(9)
CF3IrOS as an isolated structure. Source: the OMol25 dataset; level of theory: wB97M-V/def2-TZVPD.

Properties
Total charge   +2
ΔE to the lowest compared entry with this formula, charge and spin   0.0 kJ/mol
Gap between HOMO and LUMO (alpha / beta)   10.279 / 7.341 eV
Spin multiplicity   5
E_LUMO (alpha / beta)   -11.10 / -14.40 eV
HOMO energy (alpha / beta)   -0.7856 / -0.7988 Eh
Energy   -914.44897 Eh

CARTESIAN COORDINATES (ANGSTROEM)
1 F 1.027 2.566 -1.458
2 F 0.744 -1.975 1.558
3 O -1.474 0.405 -0.305
4 S -1.312 -0.633 0.829
5 F 1.062 -0.775 -0.193
6 C 0.273 -1.114 0.744
7 Ir -0.319 1.525 -1.175

=====

(10)
CF3LaNNaO4S3 as an isolated structure. Source: the OMol25 dataset; level of theory: wB97M-V/def2-TZVPD.

Properties
Total charge   0
Gap between HOMO and LUMO   7.826 eV
Spin multiplicity   1
E_LUMO   -0.79 eV
HOMO energy   -0.3165 Eh
Energy   -2081.79221 Eh

CARTESIAN COORDINATES (ANGSTROEM)
1 La 1.781 -1.549 4.397
2 N 0.903 -2.111 6.690
3 F -1.548 -3.998 7.464
4 Na 2.333 -3.930 6.558
5 O 2.786 -0.135 4.485
6 S 4.555 -2.405 4.298
7 S 4.127 -0.540 5.341
8 F -2.465 -3.679 5.532
9 F -0.490 -4.559 5.663
10 S -0.479 -1.965 6.139
11 O 3.105 -3.180 4.535
12 O -0.471 -1.757 4.608
13 C -1.317 -3.647 6.199
14 O -1.418 -1.014 6.811

=====

(11)
A 2-piece molecular cluster, CF3NO3S overall. Source: the OMol25 dataset; level of theory: wB97M-V/def2-TZVPD.

Properties
Total charge   0
ΔE to the lowest compared entry with this formula, charge and spin   50.0 kJ/mol
Gap between HOMO and LUMO (alpha / beta)   8.669 / 8.433 eV
Spin multiplicity   1
E_LUMO (alpha / beta)   -1.37 / -1.81 eV
HOMO energy (alpha / beta)   -0.3689 / -0.3765 Eh
Energy   -1016.20285 Eh

CARTESIAN COORDINATES (ANGSTROEM)
1 O -1.225 2.075 0.778
2 O 2.981 0.629 -0.761
3 F -2.522 -0.628 -0.975
4 F -0.515 -1.307 -0.577
5 N 2.278 -0.064 -0.125
6 C -1.453 -0.427 -0.204
7 O 2.331 -0.873 0.721
8 S -0.761 1.360 -0.407
9 F -1.782 -0.657 1.054

=====

(12)
CFN2O as an isolated structure. Source: the OMol25 dataset; level of theory: wB97M-V/def2-TZVPD.

Properties
Total charge   -1
ΔE to the lowest compared entry with this formula, charge and spin   20.0 kJ/mol
Gap between HOMO and LUMO (alpha / beta)   8.415 / 8.418 eV
Spin multiplicity   1
E_LUMO (alpha / beta)   3.79 / 3.79 eV
HOMO energy (alpha / beta)   -0.1701 / -0.1701 Eh
Energy   -322.63683 Eh

CARTESIAN COORDINATES (ANGSTROEM)
1 F 0.658 1.066 1.181
2 O -0.749 1.471 -0.687
3 N -0.341 -2.323 0.141
4 C 0.111 -1.310 -0.185
5 N 0.321 1.096 -0.450

=====

(13)
An isolated molecule of CFNO2. Source: the OMol25 dataset; level of theory: wB97M-V/def2-TZVPD.

Properties
Total charge   0
ΔE to the lowest compared entry with this formula, charge and spin   35.8 kJ/mol
Gap between HOMO and LUMO (alpha / beta)   8.658 / 8.676 eV
Spin multiplicity   1
E_LUMO (alpha / beta)   -1.97 / -1.94 eV
HOMO energy (alpha / beta)   -0.3904 / -0.3903 Eh
Energy   -343.09486 Eh
SMILES   O=NC(=O)F

CARTESIAN COORDINATES (ANGSTROEM)
1 O -1.010 1.308 -0.955
2 N -0.752 0.557 -0.064
3 F 0.000 -1.602 0.022
4 O 1.399 -0.017 0.763
5 C 0.362 -0.246 0.234

=====

(14)
A 2-piece molecular cluster, CFNOS overall. Source: the OMol25 dataset; level of theory: wB97M-V/def2-TZVPD.

Properties
Total charge   0
ΔE to the lowest compared entry with this formula, charge and spin   352.9 kJ/mol
Gap between HOMO and LUMO (alpha / beta)   10.768 / 4.842 eV
Spin multiplicity   1
E_LUMO (alpha / beta)   -2.06 / -4.62 eV
HOMO energy (alpha / beta)   -0.4714 / -0.3476 Eh
Energy   -665.97552 Eh

CARTESIAN COORDINATES (ANGSTROEM)
1 S 0.253 -0.873 -0.752
2 O -0.335 -0.516 -2.028
3 N 0.334 1.298 1.100
4 F -0.528 -2.166 -0.005
5 C 0.275 2.257 1.685

=====

(15)
A 2-piece molecular cluster, CFO3 overall. Source: the OMol25 dataset; level of theory: wB97M-V/def2-TZVPD.

Properties
Total charge   -1
ΔE to the lowest compared entry with this formula, charge and spin   91.5 kJ/mol
Gap between HOMO and LUMO   7.165 eV
Spin multiplicity   1
E_LUMO   4.21 eV
HOMO energy   -0.1086 Eh
Energy   -363.62909 Eh

CARTESIAN COORDINATES (ANGSTROEM)
1 O -1.201 -0.558 0.528
2 C 0.778 0.157 0.081
3 O 1.121 -0.880 -0.399
4 O 0.620 1.244 0.376
5 F -1.972 0.089 -0.450

=====

(16)
CH10BaO8 as an isolated structure. Source: the OMol25 dataset; level of theory: wB97M-V/def2-TZVPD.

Properties
Total charge   0
ΔE to the lowest compared entry with this formula, charge and spin   699.2 kJ/mol
Gap between HOMO and LUMO   2.569 eV
Spin multiplicity   1
E_LUMO   -2.01 eV
HOMO energy   -0.1684 Eh
Energy   -671.30738 Eh

CARTESIAN COORDINATES (ANGSTROEM)
1 C 1.604 -2.705 -3.180
2 H 0.994 -0.146 4.357
3 O -1.358 3.413 2.778
4 O 1.737 -3.417 -4.257
5 O 0.796 -0.782 3.669
6 O -3.906 -2.261 0.842
7 O 0.530 -2.132 -2.978
8 H 1.533 -1.392 3.686
9 H 4.224 0.450 -0.035
10 Ba -0.813 0.564 0.056
11 H -4.805 -1.950 0.944
12 H -1.739 3.047 -3.613
13 O 2.426 -2.758 -2.293
14 H -0.246 3.279 -3.705
15 O 3.318 0.444 -0.345
16 H 3.165 -0.460 -0.621
17 O -0.914 2.849 -3.171
18 H -0.667 3.927 3.195
19 H -1.954 3.188 3.493
20 H -3.923 -3.157 1.180

=====

(17)
CH10CeN3O3 as an isolated structure. Source: the OMol25 dataset; level of theory: wB97M-V/def2-TZVPD.

Properties
Total charge   +1
ΔE to the lowest compared entry with this formula, charge and spin   0.0 kJ/mol
Gap between HOMO and LUMO   7.796 eV
Spin multiplicity   1
E_LUMO   -5.24 eV
HOMO energy   -0.4791 Eh
Energy   -908.92875 Eh

CARTESIAN COORDINATES (ANGSTROEM)
1 H 1.977 1.324 -0.882
2 N -1.073 0.024 2.904
3 O 0.473 2.215 0.884
4 H 0.147 0.724 -2.500
5 O -1.757 -0.049 3.914
6 O 0.043 -0.685 2.820
7 Ce 0.400 0.383 0.709
8 C 2.603 0.408 -0.931
9 H -2.272 -1.412 -0.461
10 H -1.344 0.844 -1.832
11 H -2.639 -0.558 0.893
12 N -1.913 -1.136 0.457
13 H -0.743 -0.632 -2.247
14 H -1.882 -1.987 1.027
15 H 3.512 0.558 -0.338
16 H 2.094 -0.548 -0.593
17 N -0.496 0.277 -1.843
18 H 2.871 0.250 -1.981

=====

(18)
CH10GaN3PPd as an isolated structure. Source: the OMol25 dataset; level of theory: wB97M-V/def2-TZVPD.

Properties
Total charge   +1
ΔE to the lowest compared entry with this formula, charge and spin   235.7 kJ/mol
Gap between HOMO and LUMO   3.526 eV
Spin multiplicity   1
E_LUMO   -8.75 eV
HOMO energy   -0.4511 Eh
Energy   -2601.80350 Eh

CARTESIAN COORDINATES (ANGSTROEM)
1 H 0.326 2.015 -1.027
2 H -0.917 0.966 1.231
3 H 0.470 -1.455 2.347
4 H 2.142 0.671 -1.659
5 N 0.060 0.733 -3.180
6 Pd 2.570 0.627 2.723
7 H 0.579 -2.314 -0.794
8 N -2.048 -1.251 -0.430
9 H 1.512 -0.024 1.565
10 H -2.520 -0.559 -1.053
11 Ga -0.131 -0.959 -0.322
12 H -2.261 -2.218 -0.811
13 H 0.048 1.289 2.629
14 C 0.437 -0.532 1.620
15 N -0.514 0.577 2.112
16 P 0.680 0.761 -1.685
17 H -0.433 1.673 -3.266